DFT (ωB97M-V/def2-TZVPD) results for a single C6H9B molecule.

Geometry as XYZ:
```
16
Properties=species:S:1:pos:R:3:forces:R:3
C -0.653528 -0.338275 0.710971 -4.27 1.93 -1.07
H -1.446105 -0.710942 1.440599 0.84 1.05 -0.72
H -0.082817 -2.360756 0.654670 -0.49 -1.73 0.19
C -0.094152 1.082536 0.917850 -0.14 0.18 -0.54
H 0.361214 1.230943 1.908789 -0.21 -0.16 0.00
H 1.306876 2.234867 -0.502581 0.07 0.97 -0.13
C 1.033729 1.286645 -0.123494 -1.09 -0.76 1.53
C 1.752716 0.226730 -0.460041 -1.20 -0.85 -0.58
H -1.509914 -1.717383 -1.095291 -0.65 -0.29 0.24
H -1.664142 -0.101916 -2.056885 0.19 1.20 0.58
H -0.944807 1.810250 0.833776 0.97 -0.51 -0.04
C 0.235400 -1.394168 0.453362 3.51 -0.21 -1.48
C 1.394603 -1.154931 -0.217076 -0.24 -1.46 0.88
B -1.452472 -0.538940 -0.962060 1.49 -1.41 1.74
H 2.035543 -1.990585 -0.642821 -0.81 1.21 0.87
H 2.455910 0.271236 -1.206357 2.03 0.83 -1.47
```
Forces are in eV/Å.

Electronic energy = -7040.5723 eV
SMILES string = B[C@H]1C=CC=CC1
E_LUMO = 0.0916 eV
Spin multiplicity = 1
Charge = 0
Energy above the lowest of the compared OMol25 structures with the same formula, charge and spin = 52.1 kcal per mole
HOMO-LUMO gap = 8.062 eV